# 1
Density functional theory data (the ωB97M-V functional and the def2-TZVPD basis) for C4H5ClF2 in the gas phase at a distorted geometry.

Positions of all 12 atoms, in Å:
C: 2.6261 -0.3767 -0.2685
C: 2.0680 0.8429 -0.0121
C: 0.5411 1.0542 0.3322
C: -0.4241 -0.1096 0.1083
F: -0.1223 -0.8286 -0.9949
F: -0.1292 -1.1828 1.0069
Cl: -2.1191 0.3610 -0.1073
H: 2.0520 -1.2818 -0.0876
H: 3.7800 -0.3388 -0.2241
H: 2.7519 1.8410 0.1129
H: 0.3621 1.9607 -0.4268
H: 0.4763 1.3186 1.3823

Computed properties:
SMILES: C=CCC(F)(F)Cl
Gap between HOMO and LUMO: 0.399 hartree

# 2
Density functional theory data (the ωB97M-V functional and the def2-TZVPD basis) for 2 unconnected molecules or ions with the total composition C6H10O.

Positions of all 17 atoms, in Å:
C: -1.7174 0.3967 0.9566
C: -0.2062 0.2656 0.8849
C: 0.3299 -1.1927 1.2050
C: 1.3769 -1.1321 0.1755
C: 1.6413 -0.2981 -0.6886
C: 0.4217 0.6682 -0.5238
O: -0.4782 0.5799 -1.5892
H: -2.2015 -0.2335 0.2035
H: -2.0869 0.0960 1.9425
H: -2.0322 1.4288 0.7721
H: 0.2490 0.9340 1.6248
H: -0.4154 -1.9721 1.0168
H: 0.6852 -1.2824 2.2347
H: 0.7454 1.7125 -0.5162
H: -0.6976 -0.3505 -1.7277
H: 2.0892 0.4136 -3.5490
H: 2.3661 0.2654 -2.8739

Computed properties:
SMILES: C[C@H]1CC#C[C@H]1O.[H][H]
Gap between HOMO and LUMO: 0.331 hartree

# 3
Density functional theory data (the ωB97M-V functional and the def2-TZVPD basis) for a molecular structure, C3H7N3OS at a distorted geometry.

Positions of all 15 atoms, in Å:
C: -0.1758 -2.1149 0.9782
C: -0.2176 0.3028 0.5414
C: 0.7460 -0.4633 -2.9534
H: -0.5563 -1.9503 -0.2055
H: 1.0248 -2.6140 1.3249
H: -1.1087 -2.6007 1.7641
H: 0.5054 -0.5723 2.1717
H: 1.5062 -1.2317 -3.4527
H: 0.0034 0.0050 -3.6732
H: 0.7863 2.2344 2.7984
N: -0.2124 -0.7647 1.3763
N: 0.8215 -0.3031 -1.6325
N: 0.1379 1.5406 0.9870
O: 0.2325 1.3268 2.4260
S: -0.7103 0.4036 -1.0405

Computed properties:
Gap between HOMO and LUMO: 0.318 hartree

# 4
Density functional theory data (the ωB97M-V functional and the def2-TZVPD basis) for 2 unconnected molecules or ions with the total composition C10H17BO3 at a distorted geometry.

Positions of all 31 atoms, in Å:
C: 0.2103 -2.1535 1.6532
C: 0.4230 -1.0867 0.8656
C: 0.4616 0.3030 1.2675
C: -0.1250 0.8437 2.6360
C: 0.8534 1.0495 0.2001
C: 1.1726 2.5484 0.1675
C: 1.0499 0.2206 -0.9383
C: 1.6517 0.6706 -2.3030
C: 0.8250 -1.0547 -0.5446
C: 1.0094 -2.2412 -1.4312
H: 0.0823 -1.9684 2.7644
H: 0.3277 -3.1250 1.3303
H: -1.1609 1.0631 2.4203
H: 0.3813 1.7679 2.8767
H: 0.1155 0.2694 3.4494
H: 1.1895 2.9290 1.1647
H: 0.1554 3.0273 -0.0679
H: 1.9785 2.6930 -0.4977
H: 2.7428 0.8949 -2.2427
H: 1.0864 1.6243 -2.6694
H: 1.6714 -0.1398 -3.0587
H: 0.3118 -2.0855 -2.1405
H: 1.0646 -3.2094 -0.8919
H: 2.0455 -2.2014 -1.8519
O: -2.4428 0.9403 0.0263
B: -2.9268 -0.2556 -0.4151
O: -4.1884 -0.2913 -0.9051
O: -2.1659 -1.4010 -0.3733
H: -1.7812 0.8997 0.6151
H: -4.6914 0.4853 -0.9193
H: -1.3272 -1.0166 -0.1863

Computed properties:
SMILES: C=C1C(C)=C(C)C(C)=C1C.OB(O)O
Gap between HOMO and LUMO: 0.286 hartree

# 5
Density functional theory data (the ωB97M-V functional and the def2-TZVPD basis) for 2 unconnected molecules or ions with the total composition C4H12 at a distorted geometry.

Positions of all 16 atoms, in Å:
C: 0.5331 -1.9890 -0.9283
C: 1.7505 -1.4720 -0.1095
H: 0.8862 -2.6874 -1.6886
H: -0.1552 -2.5205 -0.3094
H: 0.0433 -1.1580 -1.4312
H: 1.7767 -1.9284 0.8763
H: 1.6028 -0.4036 0.0706
H: 2.6432 -1.5923 -0.7139
C: -0.8694 2.4298 0.4848
C: -1.4514 1.0134 0.5421
H: -0.5867 2.8035 1.4644
H: 0.0204 2.4092 -0.1558
H: -1.5265 3.1073 -0.0509
H: -1.8786 0.7144 -0.4048
H: -2.2669 0.9532 1.2636
H: -0.6485 0.2991 0.7283

Computed properties:
SMILES: CC.CC
Gap between HOMO and LUMO: 0.477 hartree

# 6
Density functional theory data (the ωB97M-V functional and the def2-TZVPD basis) for 2 unconnected molecules or ions with the total composition C5H6ClN at a distorted geometry.

Positions of all 13 atoms, in Å:
C: 1.3388 2.1930 1.1462
C: -0.6473 -0.6016 -0.4728
C: 0.5784 -0.3378 -0.1767
C: -1.0680 -1.4666 -1.6333
C: 0.8116 1.1403 1.8730
N: 1.7726 3.0726 0.5397
Cl: -0.8220 1.2406 2.4055
H: -1.4564 -0.1948 0.1241
H: 1.5803 -0.5136 -0.4818
H: -0.2139 -1.9880 -2.0552
H: -1.5131 -0.8381 -2.4032
H: -1.8133 -2.1914 -1.3064
H: 1.4524 0.4854 2.4407

Computed properties:
Spin multiplicity: 3
Gap between HOMO and LUMO (alpha / beta): 0.303 / 0.286 hartree

Repeat the fifth record exactly.
Density functional theory data (the ωB97M-V functional and the def2-TZVPD basis) for 2 unconnected molecules or ions with the total composition C4H12 at a distorted geometry.

Positions of all 16 atoms, in Å:
C: 0.5331 -1.9890 -0.9283
C: 1.7505 -1.4720 -0.1095
H: 0.8862 -2.6874 -1.6886
H: -0.1552 -2.5205 -0.3094
H: 0.0433 -1.1580 -1.4312
H: 1.7767 -1.9284 0.8763
H: 1.6028 -0.4036 0.0706
H: 2.6432 -1.5923 -0.7139
C: -0.8694 2.4298 0.4848
C: -1.4514 1.0134 0.5421
H: -0.5867 2.8035 1.4644
H: 0.0204 2.4092 -0.1558
H: -1.5265 3.1073 -0.0509
H: -1.8786 0.7144 -0.4048
H: -2.2669 0.9532 1.2636
H: -0.6485 0.2991 0.7283

Computed properties:
SMILES: CC.CC
Gap between HOMO and LUMO: 0.477 hartree